ORCA calculation (wB97M-V/def2-TZVPD) on C4H5N3O as an isolated structure at a distorted geometry.

```
13
Properties=species:S:1:pos:R:3:forces:R:3:lowdin_charge:R:1
C 0.972 0.257 -0.995 -2.81 0.94 1.03 0.048
C -0.396 -0.013 -0.667 5.66 2.33 0.10 -0.185
C -1.542 -0.822 -0.636 -2.41 -3.99 -0.16 -0.180
C -0.377 0.117 0.717 -1.28 0.29 0.49 -0.314
H 2.962 0.988 1.369 -1.02 2.17 -4.41 0.235
H 1.322 0.320 -1.994 1.27 0.17 -0.21 0.108
H -2.496 -0.416 -0.866 -0.71 0.56 -1.04 0.102
H -1.435 -1.862 -1.072 -0.26 1.07 0.43 0.139
H -2.349 -0.754 1.499 2.50 0.21 -1.92 0.164
N 1.462 0.805 0.162 0.46 0.23 0.28 -0.261
N -1.462 -0.829 0.841 -1.46 0.22 3.38 0.034
N 0.657 0.754 1.295 -0.29 -1.59 -1.88 0.148
O 2.681 1.455 0.347 0.36 -2.62 3.93 -0.037
```
Forces are in eV/Å.

Properties
LUMO	0.69	eV
HOMO energy	-8.285	eV
orbital gap	8.978	eV
E_tot	-394.71305	a.u.
ΔE to the lowest compared entry with this formula, charge and spin	159.7	kcal per mole
charge	0